Record 1
The following is a quantum chemistry calculation of a single C6H4N2 molecule, from the OMol25 dataset.

The value obtained for the energy above the lowest of the compared OMol25 structures with the same formula, charge and spin is 115.9 kcal/mol. For the lowest unoccupied orbital energy (spin up / spin down), the calculation gives -0.0426 / -0.0424 hartree. The calculation puts the HOMO-LUMO gap (spin up / spin down) at 7.278 / 7.271 eV. The calculation puts the calculated total energy at -340.334961 a.u. The HOMO energy (spin up / spin down) comes out at -0.31005 / -0.30964 hartree.

Each line ends with the Löwdin charge.
CARTESIAN COORDINATES (ANGSTROEM)
C (0.2204, 0.1757, 1.5743)  0.082
C (0.4682, -0.3438, 0.2146)  -0.211
C (-1.0563, 0.7330, 1.4550)  -0.122
C (-1.2032, 1.3140, 0.2097)  -0.001
C (1.2426, -1.3773, -0.0889)  -0.072
C (-0.2295, 0.7392, -0.6142)  -0.399
N (1.8978, -2.3289, -0.5219)  0.172
N (-0.0201, 0.9540, -1.8448)  0.187
H (-1.6548, 0.9835, 2.3218)  0.098
H (-1.8754, 2.0637, -0.3256)  0.152
H (1.5891, -3.2270, -0.1732)  0.084
H (0.6211, 0.3139, -2.2068)  0.029

***

Record 2
The following is a quantum chemistry calculation of a gas-phase ion, C5H14N3 (charge +1), from the OMol25 dataset.

The value obtained for the energy above the lowest of the compared OMol25 structures with the same formula, charge and spin is 67.6 kcal/mol. For the lowest unoccupied orbital energy, the calculation gives -0.1117 hartree. The calculation puts the HOMO-LUMO gap at 7.725 eV. The calculation puts the calculated total energy at -362.871371 a.u. The structure (SMILES) is C[C@@H]([NH3+])C/C(N)=C/N. The HOMO energy comes out at -0.39557 hartree. Its total charge is +1.

Each line ends with the Löwdin charge.
CARTESIAN COORDINATES (ANGSTROEM)
C (1.3325, 0.3204, 2.7857)  0.006
C (1.1539, 0.3966, 1.1502)  -0.241
N (2.0853, -0.7003, 0.5963)  0.157
C (-0.3604, 0.1610, 0.7825)  -0.142
C (-0.7997, -0.0587, -0.6477)  -0.362
N (-0.2159, -1.2549, -1.1512)  0.050
C (-1.4696, 0.8999, -1.3513)  -0.140
N (-2.2267, 0.6579, -2.4702)  0.072
H (0.5233, 0.0124, 3.3361)  0.045
H (1.9873, 1.1224, 3.0808)  0.079
H (1.8673, -0.6610, 3.0512)  0.090
H (1.3823, 1.2811, 0.6805)  0.109
H (2.9335, -0.2455, 0.2574)  0.155
H (2.2378, -1.3650, 1.4783)  0.193
H (1.6724, -1.2936, -0.2329)  0.168
H (-0.7691, -0.7613, 1.3297)  0.141
H (-0.9115, 0.9993, 1.2751)  0.136
H (-0.5904, -2.0142, -0.6962)  0.051
H (-0.1932, -1.3783, -2.2103)  0.141
H (-1.3601, 1.9204, -1.0462)  0.119
H (-2.8208, 1.3930, -2.6860)  0.063
H (-2.5982, -0.2437, -2.7582)  0.109

***

Record 3
The following is a quantum chemistry calculation of a single C28H38N4O4 molecule, from the OMol25 dataset.

The value obtained for the energy above the lowest of the compared OMol25 structures with the same formula, charge and spin is 67.1 kcal/mol. For the lowest unoccupied orbital energy, the calculation gives 0.0203 hartree. The calculation puts the HOMO-LUMO gap at 9.394 eV. The calculation puts the calculated total energy at -1609.769219 a.u. The structure (SMILES) is O=C(COCCOCC(=O)N(c1ccccn1)C1CCCCC1)N(c1ccccn1)C1CCCCC1. The HOMO energy comes out at -0.32496 hartree.

Each line ends with the Löwdin charge.
CARTESIAN COORDINATES (ANGSTROEM)
O (-0.9872, -3.9525, -2.4560)  0.078
C (-0.9518, -3.2846, -1.4418)  -0.417
C (-1.3064, -1.7935, -1.4926)  -0.109
O (-0.5653, -0.9817, -0.6171)  -0.170
C (0.7795, -0.8051, -1.0190)  -0.154
C (1.5579, -0.0616, 0.0696)  -0.154
O (1.1144, 1.2528, 0.2939)  -0.120
C (0.0172, 1.3500, 1.1762)  -0.108
C (-0.3992, 2.8080, 1.3506)  -0.399
O (-0.7347, 3.2233, 2.4419)  0.074
N (-0.3459, 3.5957, 0.2476)  0.058
C (-0.1716, 3.0945, -1.0530)  -0.292
C (-1.0822, 2.1698, -1.5712)  0.005
C (-0.9078, 1.7326, -2.8696)  -0.070
C (0.1533, 2.2318, -3.6134)  -0.064
C (0.9735, 3.1742, -3.0173)  -0.123
N (0.8130, 3.6020, -1.7781)  0.151
C (-0.4235, 5.0477, 0.4329)  -0.265
C (-1.3146, 5.6993, -0.6214)  -0.146
C (-1.4289, 7.1956, -0.3437)  -0.198
C (-0.0473, 7.8422, -0.3491)  -0.209
C (0.8518, 7.1821, 0.6915)  -0.198
C (0.9665, 5.6839, 0.4272)  -0.143
N (-0.5739, -3.7871, -0.2394)  0.060
C (-0.6568, -3.0682, 0.9676)  -0.296
C (-1.8844, -2.5772, 1.4170)  0.007
C (-1.9165, -1.8834, 2.6105)  -0.047
C (-0.7415, -1.7289, 3.3342)  -0.060
C (0.4110, -2.3005, 2.8258)  -0.136
N (0.4570, -2.9505, 1.6745)  0.144
C (0.0156, -5.1302, -0.2146)  -0.265
C (-0.4813, -5.9364, 0.9814)  -0.145
C (0.0894, -7.3504, 0.9173)  -0.196
C (1.6143, -7.3062, 0.9101)  -0.207
C (2.1164, -6.4831, -0.2718)  -0.196
C (1.5433, -5.0699, -0.2238)  -0.146
H (-1.1707, -1.4758, -2.5358)  0.131
H (-2.3586, -1.6577, -1.2275)  0.134
H (0.8101, -0.2304, -1.9559)  0.123
H (1.2598, -1.7792, -1.1839)  0.130
H (2.5965, 0.0279, -0.2602)  0.136
H (1.5217, -0.6435, 0.9985)  0.109
H (-0.8328, 0.7529, 0.8232)  0.118
H (0.2949, 0.9764, 2.1731)  0.134
H (-1.9063, 1.8201, -0.9702)  0.124
H (-1.5992, 1.0245, -3.3046)  0.108
H (0.3247, 1.9108, -4.6289)  0.101
H (1.8006, 3.6196, -3.5551)  0.108
H (-0.8756, 5.1841, 1.4218)  0.149
H (-0.8785, 5.5500, -1.6112)  0.113
H (-2.3039, 5.2354, -0.6097)  0.122
H (-2.0637, 7.6622, -1.0998)  0.108
H (-1.8986, 7.3493, 0.6303)  0.115
H (0.4006, 7.7279, -1.3386)  0.114
H (-0.1367, 8.9105, -0.1416)  0.106
H (1.8442, 7.6361, 0.6683)  0.108
H (0.4322, 7.3441, 1.6871)  0.115
H (1.4329, 5.5032, -0.5414)  0.100
H (1.5793, 5.2098, 1.1956)  0.122
H (-2.7812, -2.7454, 0.8421)  0.121
H (-2.8461, -1.4781, 2.9823)  0.111
H (-0.7276, -1.1907, 4.2681)  0.106
H (1.3528, -2.2400, 3.3568)  0.113
H (-0.3275, -5.6068, -1.1400)  0.150
H (-0.1544, -5.4582, 1.9069)  0.113
H (-1.5735, -5.9683, 0.9795)  0.123
H (-0.2644, -7.9280, 1.7736)  0.109
H (-0.2647, -7.8442, 0.0098)  0.116
H (2.0146, -8.3203, 0.8541)  0.107
H (1.9668, -6.8560, 1.8406)  0.114
H (3.2069, -6.4370, -0.2583)  0.109
H (1.8127, -6.9649, -1.2040)  0.116
H (1.8830, -4.5523, 0.6741)  0.101
H (1.8759, -4.5025, -1.0957)  0.117

***

Record 4
The following is a quantum chemistry calculation of a molecular structure, C29H26AsBBrF10MnN2O2, from the OMol25 dataset.

The value obtained for the energy above the lowest of the compared OMol25 structures with the same formula, charge and spin is 1.2 kcal/mol. For the lowest unoccupied orbital energy (spin up / spin down), the calculation gives -0.1955 / -0.1519 hartree. The calculation puts the HOMO-LUMO gap (spin up / spin down) at 5.812 / 7.028 eV. The calculation puts the calculated total energy at -8365.092284 a.u. The spin multiplicity is 4. The HOMO energy (spin up / spin down) comes out at -0.40909 / -0.41013 hartree. Its total charge is +1.

Each line ends with the Löwdin charge.
CARTESIAN COORDINATES (ANGSTROEM)
Mn (-0.0572, 0.3424, 0.6939)  0.876
Br (-5.0998, 5.6923, 0.1389)  0.783
C (-3.8924, 4.2532, -0.0083)  -0.685
C (-3.9803, 3.3829, -1.0982)  -0.086
C (-3.1090, 2.3248, -1.2177)  0.015
C (-2.1193, 2.0960, -0.2489)  -0.273
O (-1.3176, 1.0574, -0.4283)  -0.202
C (-2.0236, 2.9824, 0.8441)  -0.112
C (-1.0134, 2.8733, 1.8570)  0.004
N (-0.1087, 1.9626, 1.9090)  0.050
C (0.8790, 1.9239, 2.9199)  -0.167
C (1.2299, 2.9530, 3.7547)  0.026
C (2.2006, 2.7515, 4.7550)  -0.033
C (2.8054, 1.5361, 4.9106)  0.004
C (2.4836, 0.4663, 4.0438)  -0.127
C (3.0710, -0.8151, 4.1352)  0.046
C (2.7150, -1.7861, 3.2454)  0.008
C (1.7817, -1.4818, 2.2424)  -0.084
N (1.2141, -0.3021, 2.1311)  0.041
C (1.5332, 0.6774, 3.0319)  -0.143
C (-2.9248, 4.0572, 0.9466)  -0.063
H (-4.7405, 3.5441, -1.8502)  0.113
H (-3.1748, 1.6503, -2.0597)  0.119
H (-1.0335, 3.6378, 2.6325)  0.142
H (0.7796, 3.9303, 3.6565)  0.119
H (2.4582, 3.5742, 5.4056)  0.119
H (3.5409, 1.3783, 5.6873)  0.126
H (3.7991, -1.0114, 4.9112)  0.134
H (3.1390, -2.7778, 3.2845)  0.124
H (1.5068, -2.2301, 1.5156)  0.096
H (-2.8473, 4.7317, 1.7886)  0.117
F (-0.9654, -2.5348, 2.3029)  0.144
B (-1.6022, -1.4776, 2.9133)  -1.149
F (-1.5020, -0.3070, 1.7608)  -0.117
F (-0.9258, -0.9615, 3.9637)  0.213
F (-2.9257, -1.6411, 3.0590)  0.226
C (2.2405, 1.7848, -2.2968)  0.051
C (2.4910, 1.1170, -0.9451)  -0.386
O (1.3092, 0.9917, -0.2471)  -0.192
C (3.3993, 2.0309, -0.0794)  -0.550
F (4.5295, 2.3656, -0.7083)  0.180
F (3.7292, 1.4400, 1.0844)  0.166
F (2.7400, 3.1604, 0.2176)  0.167
C (3.1829, -0.2427, -1.1663)  -0.534
F (3.3601, -0.9318, -0.0247)  0.155
F (2.4159, -1.0233, -1.9671)  0.110
F (4.3700, -0.1066, -1.7566)  0.191
H (1.8380, 2.7808, -2.1270)  0.109
H (1.5071, 1.2026, -2.8497)  0.090
H (3.1567, 1.8623, -2.8794)  0.109
C (-2.4576, -2.0871, -0.4754)  -0.193
As (-0.5956, -1.6584, -0.7123)  1.279
C (0.3108, -3.3558, -0.5340)  -0.218
C (-0.4432, -1.1448, -2.5994)  -0.261
C (-1.0841, -2.1580, -3.4995)  -0.310
C (-2.4207, -2.0342, -3.8726)  -0.060
C (-3.0139, -2.9829, -4.6895)  -0.065
C (-2.2772, -4.0673, -5.1439)  -0.070
C (-0.9425, -4.1939, -4.7870)  -0.065
C (-0.3493, -3.2438, -3.9706)  -0.057
H (-2.7154, -2.8234, -1.2359)  0.049
H (-3.0499, -1.1843, -0.6117)  0.051
H (-2.6269, -2.4902, 0.5186)  0.038
H (-0.1028, -4.0066, -1.3074)  0.044
H (0.0884, -3.7775, 0.4446)  0.038
H (1.3828, -3.2468, -0.6768)  0.036
H (0.6164, -1.0367, -2.8151)  0.057
H (-0.9131, -0.1644, -2.6673)  0.078
H (-2.9987, -1.1865, -3.5253)  0.112
H (-4.0501, -2.8729, -4.9772)  0.110
H (-2.7391, -4.8055, -5.7835)  0.109
H (-0.3602, -5.0281, -5.1520)  0.110
H (0.6991, -3.3360, -3.7109)  0.116

***

Record 5
The following is a quantum chemistry calculation of a molecular structure, C9H18CsNO, from the OMol25 dataset.

The value obtained for the energy above the lowest of the compared OMol25 structures with the same formula, charge and spin is 11.1 kcal/mol. For the lowest unoccupied orbital energy, the calculation gives -0.0298 hartree. The calculation puts the HOMO-LUMO gap at 3.998 eV. The calculation puts the calculated total energy at -503.758710 a.u. The HOMO energy comes out at -0.17671 hartree.

Each line ends with the Löwdin charge.
CARTESIAN COORDINATES (ANGSTROEM)
Cs (4.4127, -1.8892, -0.2883)  0.974
C (0.1846, 1.3436, -2.3536)  -0.052
C (-0.1169, 1.0022, -0.8988)  -0.542
C (-1.6329, 0.7916, -0.7773)  -0.143
C (-2.0235, 0.0940, 0.5225)  -0.187
C (-1.2460, -1.1905, 0.6706)  -0.155
C (0.2757, -0.9869, 0.5908)  -0.552
N (0.5801, -0.2159, -0.5680)  -0.224
O (1.9108, -0.1993, -1.0093)  -0.414
C (0.8896, -2.3736, 0.4651)  -0.084
C (0.7616, -0.4108, 1.9466)  -0.032
C (0.2834, 2.2015, -0.0208)  -0.044
H (1.0356, 2.0240, -2.4434)  0.075
H (-0.6737, 1.7732, -2.8710)  0.076
H (0.5239, 0.4342, -2.8516)  0.077
H (-1.9947, 0.2044, -1.6247)  0.118
H (-2.0964, 1.7837, -0.7857)  0.117
H (-3.0955, -0.1091, 0.5976)  0.108
H (-1.7976, 0.7592, 1.3644)  0.100
H (-1.5220, -1.8918, -0.1299)  0.121
H (-1.4835, -1.7383, 1.5901)  0.115
H (0.4338, -3.0285, 1.2157)  0.083
H (1.9466, -2.3472, 0.7299)  -0.043
H (0.6964, -2.7869, -0.5244)  0.093
H (0.3402, 0.5762, 2.1184)  0.057
H (1.8528, -0.3163, 2.0061)  0.066
H (0.4877, -1.0622, 2.7851)  0.079
H (-0.0523, 3.1248, -0.5117)  0.079
H (1.3618, 2.2281, 0.1200)  0.078
H (-0.2426, 2.2055, 0.9357)  0.056

***

Record 6
The following is a quantum chemistry calculation of 2 unconnected molecules or ions with the total composition C3H10N2, from the OMol25 dataset.

The value obtained for the energy above the lowest of the compared OMol25 structures with the same formula, charge and spin is 34.2 kcal/mol. For the lowest unoccupied orbital energy, the calculation gives 0.0406 hartree. The calculation puts the HOMO-LUMO gap at 10.000 eV. The calculation puts the calculated total energy at -229.754716 a.u. The structure (SMILES) is C=N.CCN. The HOMO energy comes out at -0.32688 hartree.

Each line ends with the Löwdin charge.
CARTESIAN COORDINATES (ANGSTROEM)
C (-1.8698, -0.7150, 1.4856)  -0.153
N (-1.5583, -1.6706, 2.2513)  0.013
H (-2.7476, -0.8691, 0.8564)  0.062
H (-1.2739, 0.1985, 1.3991)  0.052
H (-0.5885, -1.6351, 2.5611)  0.037
C (0.2322, -0.2666, -1.4368)  -0.124
C (0.6208, 1.0585, -0.8410)  -0.357
N (1.7993, 0.8100, -0.0054)  -0.019
H (1.0381, -0.6589, -2.0561)  0.073
H (-0.6497, -0.1949, -2.0826)  0.075
H (-0.0588, -0.9456, -0.6384)  0.053
H (-0.1854, 1.3866, -0.1629)  0.078
H (0.7005, 1.9019, -1.5386)  0.100
H (2.2318, 1.6351, 0.3671)  0.058
H (2.3092, -0.0348, -0.1589)  0.052

***

Record 7
The following is a quantum chemistry calculation of 2 unconnected molecules or ions with the total composition C6H10O, from the OMol25 dataset.

The value obtained for the energy above the lowest of the compared OMol25 structures with the same formula, charge and spin is 115.2 kcal/mol. For the lowest unoccupied orbital energy, the calculation gives 0.0268 hartree. The calculation puts the HOMO-LUMO gap at 9.506 eV. The calculation puts the calculated total energy at -309.658834 a.u. The HOMO energy comes out at -0.32257 hartree.

Each line ends with the Löwdin charge.
CARTESIAN COORDINATES (ANGSTROEM)
C (-0.3501, -2.1796, 0.6828)  -0.109
C (0.1443, -1.6936, -0.6535)  -0.111
C (0.4906, -0.9421, 0.5936)  -0.257
C (-0.0530, 0.4422, 0.8809)  -0.258
C (0.4122, 1.6065, -0.0098)  -0.179
C (-0.9523, 1.7125, -0.5653)  -0.184
O (-1.4354, 0.7546, 0.4617)  -0.078
H (-1.4034, -2.0413, 0.9044)  0.104
H (0.0912, -3.0812, 1.1015)  0.099
H (0.9326, -2.2530, -1.1499)  0.099
H (-0.5835, -1.2426, -1.3210)  0.102
H (1.5242, -1.0386, 0.9390)  0.145
H (0.0214, 0.6288, 1.9632)  0.145
H (0.5423, 2.4831, 0.6332)  0.106
H (1.1122, 1.6953, -0.8390)  0.117
H (-0.6143, 3.0500, -1.0817)  0.180
H (-1.4927, 1.4730, -1.4662)  0.078

***

Record 8
The following is a quantum chemistry calculation of 2 unconnected molecules or ions with the total composition C5H13NO, from the OMol25 dataset.

The value obtained for the energy above the lowest of the compared OMol25 structures with the same formula, charge and spin is 39.2 kcal/mol. For the lowest unoccupied orbital energy, the calculation gives 0.0349 hartree. The calculation puts the HOMO-LUMO gap at 10.270 eV. The calculation puts the calculated total energy at -328.256339 a.u. The structure (SMILES) is C[C@@H]1CCCN1.O. The HOMO energy comes out at -0.34248 hartree.

Each line ends with the Löwdin charge.
CARTESIAN COORDINATES (ANGSTROEM)
C (-0.2114, 0.5785, 1.7662)  -0.080
C (0.4751, -0.4526, 0.8661)  -0.427
C (1.5901, 0.2723, 0.1014)  -0.208
C (0.9100, 0.5451, -1.2071)  -0.229
C (0.2537, -0.7630, -1.5188)  -0.181
N (-0.4173, -1.0134, -0.1500)  -0.063
H (0.6453, 1.2829, 2.0667)  0.080
H (-0.7340, 0.2586, 2.6926)  0.071
H (-0.8251, 1.3204, 1.0736)  0.110
H (1.0435, -1.2385, 1.5182)  0.159
H (2.0192, 1.1885, 0.5353)  0.113
H (2.4403, -0.3815, 0.1432)  0.101
H (0.0752, 1.3201, -1.1000)  0.130
H (1.6388, 1.0650, -1.9471)  0.140
H (1.1023, -1.5324, -1.6614)  0.128
H (-0.5966, -0.8739, -2.3119)  0.143
H (-0.6190, -1.9951, -0.0383)  0.109
O (-3.0716, 0.1525, -0.6788)  -0.142
H (-2.1698, -0.1496, -0.2882)  0.014
H (-3.5487, 0.4163, 0.1386)  0.031